[1]
2 unconnected molecules or ions with the total composition C8H19OSSi2. Source: the OMol25 dataset; level of theory: ωB97M-V/def2-TZVPD.

As for the spin multiplicity: 1. The calculation puts the energy above the lowest of the compared OMol25 structures with the same formula, charge and spin at 0.00 kcal per mole. The value obtained for the frontier orbital gap is 5.63 eV. Its net charge is -1. The calculation puts the total energy at -37244.741 eV. The LUMO energy is 2.95 eV. The highest occupied orbital energy is -2.7 eV.

Each line ends with the Mulliken charge.
Geometry (Å):
C (3.1595, -0.6761, -0.0307)  0.658
C (-0.9613, -1.5668, -1.5846)  -1.094
C (0.3991, -3.1673, 0.6562)  -1.103
C (-2.3007, -1.8783, 1.1131)  -1.161
C (0.9288, 1.8145, -1.7039)  -1.057
C (1.0840, 2.9557, 1.1178)  -1.048
C (-1.6296, 2.3172, -0.1487)  -1.121
C (0.3246, -0.0309, 0.7990)  -0.399
O (3.0029, -1.0842, -1.1140)  -0.379
Si (-0.5763, -1.5482, 0.2905)  0.169
Si (0.1697, 1.6413, 0.0569)  0.026
S (3.8159, -0.2422, 1.3162)  -0.351
H (-1.5786, -2.4107, -1.8849)  0.359
H (-1.4856, -0.6578, -1.8619)  0.333
H (-0.0432, -1.6024, -2.1610)  0.259
H (-0.1213, -4.0601, 0.3083)  0.290
H (1.3704, -3.1427, 0.1696)  0.258
H (0.5724, -3.2823, 1.7244)  0.311
H (-2.2028, -1.9571, 2.1931)  0.302
H (-2.9748, -1.0496, 0.9124)  0.280
H (-2.7827, -2.7888, 0.7610)  0.282
H (2.0162, 1.7756, -1.6615)  0.283
H (0.6044, 0.9875, -2.3302)  0.308
H (0.6489, 2.7418, -2.2039)  0.354
H (1.1037, 3.9374, 0.6472)  0.269
H (0.6150, 3.0640, 2.0926)  0.310
H (2.1130, 2.6492, 1.2846)  0.216
H (-2.0649, 2.5721, 0.8172)  0.273
H (-1.6945, 3.1999, -0.7848)  0.352
H (-2.2579, 1.5449, -0.5892)  0.266
H (0.7455, -0.0557, 1.7993)  0.557

[2]
2 unconnected molecules or ions with the total composition C8H20. Source: the OMol25 dataset; level of theory: ωB97M-V/def2-TZVPD.

As for the spin multiplicity: 1. The calculation puts the energy above the lowest of the compared OMol25 structures with the same formula, charge and spin at 4.75 kcal per mole. The value obtained for the frontier orbital gap is 12.07 eV. Its net charge is 0. The calculation puts the total energy at -8620.459 eV. The LUMO energy is 1.06 eV. The highest occupied orbital energy is -11.0 eV. As for the SMILES: CC(C)C.CC(C)C.

Each line ends with the Mulliken charge.
Geometry (Å):
C (-0.8966, -1.0343, -1.9386)  -1.091
C (-3.2172, -1.7144, -1.4412)  -1.462
C (-1.3751, -1.6637, 0.3996)  -0.914
C (-1.9647, -1.0081, -0.8734)  0.827
H (-1.2955, -0.5756, -2.8589)  0.361
H (-0.5960, -2.0713, -2.1640)  0.346
H (-0.0032, -0.4698, -1.6229)  0.038
H (-3.8766, -2.0303, -0.6154)  0.366
H (-2.9161, -2.6085, -2.0127)  0.315
H (-3.7855, -1.0450, -2.1088)  0.365
H (-0.9614, -2.6706, 0.2223)  0.349
H (-2.1609, -1.7368, 1.1702)  0.366
H (-0.5689, -1.0140, 0.7798)  -0.093
H (-2.3174, 0.0038, -0.5877)  0.206
C (1.2064, 0.5677, 1.9808)  -1.267
C (2.4345, 0.7662, -0.2146)  -1.294
C (1.7541, 2.8370, 1.0607)  -1.391
C (2.2322, 1.3604, 1.1791)  0.804
H (1.3953, -0.5185, 2.0132)  0.372
H (0.2478, 0.7427, 1.4639)  0.183
H (1.1217, 0.9412, 3.0151)  0.350
H (1.6001, 1.0995, -0.8544)  0.206
H (2.4830, -0.3353, -0.2451)  0.382
H (3.3752, 1.1712, -0.6240)  0.379
H (1.7199, 3.2745, 2.0726)  0.379
H (0.7430, 2.8845, 0.6225)  0.321
H (2.4358, 3.4415, 0.4389)  0.367
H (3.1860, 1.4063, 1.7430)  0.231

[3]
A molecular structure, C8H20AlBBr4Cl9FO7S3. Source: the OMol25 dataset; level of theory: ωB97M-V/def2-TZVPD.

As for the spin multiplicity: 1. The value obtained for the frontier orbital gap is 3.18 eV. Its net charge is 0. The calculation puts the total energy at -458305.969 eV. The LUMO energy is -3.21 eV. The highest occupied orbital energy is -6.4 eV.

Each line ends with the Mulliken charge.
Geometry (Å):
O (-3.0880, -0.5519, -0.4388)  -0.329
S (-1.8937, -0.3245, 0.3647)  0.888
O (-1.9404, -0.9572, 1.6111)  -0.473
C (-0.4906, -0.9528, -0.6258)  -0.169
S (1.0564, -0.5391, 0.2403)  0.174
C (2.5028, -1.3643, -0.6253)  -0.520
B (3.7909, -1.0316, 0.3017)  0.266
O (4.3223, 0.3288, 0.0851)  -0.195
O (4.2332, -1.9688, 1.1839)  -0.496
H (-1.6588, 1.0045, 0.6054)  0.124
H (-0.6630, -2.0194, -0.7379)  0.559
H (-0.4495, -0.4625, -1.5958)  -0.266
H (1.0457, -1.0843, 1.4865)  0.288
H (2.6116, -0.9871, -1.6431)  0.391
H (2.3396, -2.4328, -0.7092)  0.402
H (3.6470, 0.9544, 0.4209)  0.362
H (3.6796, -1.8831, 1.9571)  0.310
Cl (5.3744, 0.5685, 1.9611)  -0.183
Al (-4.4391, -0.5108, -2.2239)  0.706
C (5.6542, -1.5823, -2.6529)  -0.406
O (4.4557, -1.9011, -3.1763)  -0.566
H (5.7540, -0.5590, -2.1569)  0.132
H (6.0490, -2.2549, -1.8545)  0.205
H (6.5048, -1.5424, -3.3610)  0.315
C (0.3527, -0.3264, -5.0518)  -0.332
Br (-0.9818, 0.8150, -4.2491)  -0.082
Br (1.9901, 0.6169, -5.3835)  0.057
Br (0.6448, -1.8839, -3.9610)  -0.003
H (-0.0287, -0.6548, -6.0069)  0.375
O (-4.6369, -0.8800, -5.9021)  -0.574
H (-5.1443, -0.5734, -5.1466)  0.244
H (-4.9014, -1.7997, -6.0065)  0.329
C (-6.5588, -2.9716, 0.9580)  0.252
Cl (-5.0795, -2.1528, 0.3712)  -0.078
Cl (-7.1544, -2.1201, 2.3890)  -0.115
Cl (-7.8019, -2.9101, -0.3276)  -0.160
Cl (-6.1327, -4.6490, 1.3660)  -0.038
C (0.5578, 3.4823, 2.1711)  -0.590
S (2.1748, 2.9172, 2.7010)  0.326
O (2.5204, 1.7205, 1.8756)  -0.514
C (1.6564, 2.3149, 4.3103)  -0.956
H (0.6469, 3.8666, 1.1568)  0.400
H (-0.1487, 2.6531, 2.1870)  -0.094
H (0.2189, 4.2789, 2.8314)  0.397
H (0.8813, 1.5563, 4.1924)  0.250
H (1.2825, 3.1480, 4.9039)  0.413
H (2.5217, 1.8782, 4.8041)  0.335
C (-3.4020, 3.8796, 3.1126)  0.327
Cl (-4.9173, 4.1759, 2.2627)  -0.092
Cl (-2.2802, 5.2083, 2.8030)  -0.094
Cl (-3.7044, 3.7478, 4.8403)  -0.070
Cl (-2.6914, 2.3544, 2.5287)  -0.076
F (6.3011, 0.9286, -0.7343)  -0.574
Br (-4.5831, -6.5668, 2.5879)  -0.782

[4]
A molecular structure, C8H20B2BaF8O4. Source: the OMol25 dataset; level of theory: ωB97M-V/def2-TZVPD.

As for the spin multiplicity: 1. The calculation puts the energy above the lowest of the compared OMol25 structures with the same formula, charge and spin at 335.12 kcal per mole. The value obtained for the frontier orbital gap is 9.44 eV. Its net charge is 0. The calculation puts the total energy at -40594.938 eV. The LUMO energy is 0.00 eV. The highest occupied orbital energy is -9.4 eV.

Each line ends with the Mulliken charge.
Geometry (Å):
Ba (-0.6057, 0.6998, -0.4410)  3.394
B (-1.5640, 2.7501, 0.6796)  0.079
F (-0.7010, 2.6034, -0.3789)  -0.442
F (-2.7923, 3.2781, 0.3350)  -0.420
F (-1.7528, 1.4965, 1.2416)  -0.204
F (-0.9158, 3.4920, 1.7130)  -0.357
B (-2.4353, -0.8234, 0.2478)  -0.506
F (-2.6194, 0.3643, -0.3733)  -0.394
F (-1.8403, -1.6451, -0.6786)  -0.150
F (-1.6306, -0.6438, 1.3203)  0.065
F (-3.7602, -1.3394, 0.5480)  -0.356
C (1.4496, 3.0684, 1.2656)  -1.209
O (0.6527, 1.8874, 1.0058)  -0.574
C (0.4724, 1.1302, 2.2224)  -0.849
C (0.9442, -0.3504, 1.9499)  -0.411
O (0.1794, -1.0122, 0.8179)  0.388
C (-0.1249, -2.4222, 0.8980)  -1.666
H (1.0601, 3.5984, 2.1348)  0.462
H (1.4264, 3.7669, 0.4291)  0.299
H (2.4869, 2.8394, 1.5100)  0.416
H (-0.6013, 1.1429, 2.4096)  0.243
H (0.9283, 1.5320, 3.1273)  0.633
H (0.7806, -0.8935, 2.8806)  0.474
H (1.9890, -0.4987, 1.6768)  0.054
H (-0.7392, -2.8145, 1.7085)  0.204
H (0.8187, -2.9676, 0.8849)  0.413
H (-0.5081, -2.6570, -0.0950)  0.693
C (-1.9864, -1.0886, -2.9048)  -1.084
O (-0.8135, -0.4161, -2.4697)  -0.325
C (0.4171, -1.0468, -2.8559)  -0.864
C (1.2619, -1.4100, -1.5498)  0.017
O (1.6101, -0.1893, -0.8111)  -0.303
C (2.7343, -0.2295, -0.0483)  -1.085
H (-2.0296, -1.0934, -3.9939)  0.397
H (-2.9652, -0.7396, -2.5757)  0.262
H (-1.9848, -2.1150, -2.5379)  0.406
H (0.9580, -0.4530, -3.5928)  0.298
H (0.3628, -2.0310, -3.3211)  0.478
H (2.0946, -2.0233, -1.8942)  0.590
H (0.6340, -2.0391, -0.9188)  -0.223
H (2.6134, -0.9414, 0.7682)  0.564
H (2.9257, 0.7692, 0.3441)  0.133
H (3.5701, -0.5347, -0.6781)  0.460

Question: Among the records above, which one has the highest highest occupied orbital energy?
Answer: C8H19OSSi2